{
  "formula": "C34H32N5O2ReS4",
  "method": "ωB97M-V with the def2-TZVPD basis set",
  "total_charge": 1,
  "relative_energy_kcal_mol": 0.0,
  "multiplicity": 4,
  "s_squared": 3.78,
  "energy_ev": -92788.2442,
  "mol_weight_g_mol": 857.1,
  "species": ["Re", "S", "S", "S", "S", "O", "O", "N", "N", "N", "N", "N", "C", "C", "C", "C", "C", "C", "C", "C", "C", "C", "C", "C", "C", "C", "C", "C", "C", "C", "C", "C", "C", "C", "C", "C", "C", "C", "C", "C", "C", "C", "C", "C", "C", "C", "H", "H", "H", "H", "H", "H", "H", "H", "H", "H", "H", "H", "H", "H", "H", "H", "H", "H", "H", "H", "H", "H", "H", "H", "H", "H", "H", "H", "H", "H", "H", "H"],
  "positions_angstrom": [[-0.449, -0.645, 0.203], [2.664, -0.971, -0.458], [-2.636, -1.614, -0.124], [-0.999, -0.328, 2.460], [0.001, -5.226, 0.376], [1.786, -2.047, -0.875], [3.547, -0.477, -1.475], [-2.052, 1.339, 0.072], [-0.809, -0.235, -2.083], [1.641, 0.143, 0.148], [-0.138, -2.732, 0.683], [0.040, 2.070, 0.802], [-1.000, 3.579, -0.774], [-4.246, 1.730, 1.127], [3.653, -1.519, 0.892], [-1.158, -1.941, -3.878], [3.938, -2.023, 3.213], [-4.741, 0.889, 3.316], [4.973, -1.859, 0.629], [-1.222, 2.571, 0.347], [5.774, -2.296, 1.673], [-3.022, -3.245, -2.295], [-0.470, 4.855, -0.163], [-5.125, 1.603, 2.191], [-0.089, -3.277, 1.957], [0.757, 4.950, 0.346], [1.328, 2.514, 0.437], [0.478, 0.074, -2.773], [5.258, -2.377, 2.959], [-1.811, -3.066, -4.362], [-2.603, 0.430, 2.298], [1.731, 3.846, 0.348], [-0.087, -3.666, -0.241], [-1.435, -1.468, -2.602], [2.220, 1.461, 0.279], [3.579, 1.763, 0.214], [-2.705, 1.257, -1.244], [-1.714, 0.940, -2.335], [-0.011, -4.623, 1.975], [4.004, 3.085, 0.201], [-2.989, 1.144, 1.170], [-2.358, -2.127, -1.792], [-2.756, -3.709, -3.576], [-3.484, 0.305, 3.367], [3.093, 4.121, 0.231], [3.126, -1.586, 2.179], [-1.926, 3.776, -1.312], [-0.083, -3.471, -1.302], [-0.257, 3.185, -1.477], [-3.179, -0.268, 4.235], [0.012, 1.715, 1.745], [-3.276, -4.584, -3.951], [6.806, -2.566, 1.483], [1.103, 5.904, 0.733], [1.137, -0.783, -2.738], [3.425, 5.153, 0.175], [5.064, 3.296, 0.139], [5.358, -1.778, -0.380], [-1.128, 5.718, -0.148], [-1.741, 3.096, 1.144], [-3.208, 2.186, -1.525], [-1.577, -3.434, -5.353], [-3.736, -3.756, -1.659], [3.545, -2.074, 4.222], [-1.066, 1.793, -2.523], [2.106, -1.280, 2.371], [-6.104, 2.061, 2.137], [0.953, 0.911, -2.269], [0.297, 0.354, -3.812], [-0.129, -2.638, 2.822], [-5.421, 0.779, 4.152], [-3.466, 0.490, -1.185], [-4.546, 2.295, 0.251], [4.325, 0.986, 0.140], [-2.274, 0.752, -3.251], [5.892, -2.708, 3.773], [0.039, -5.276, 2.832], [-0.432, -1.442, -4.508]],
  "atomic_forces_ev_per_a": [[-1.15, 1.07, 0.13], [-0.17, -0.02, -0.14], [0.18, -0.07, -0.02], [-0.06, -0.02, -0.17], [0.00, -0.18, -0.03], [0.02, -0.11, -0.12], [0.04, 0.14, -0.06], [0.38, -0.44, -0.08], [0.40, -0.38, 0.22], [0.45, -0.18, -0.06], [0.37, 0.12, 0.19], [-0.19, -0.10, -0.13], [0.08, 0.14, 0.04], [-0.02, 0.04, -0.12], [0.07, 0.04, 0.14], [0.02, 0.03, -0.06], [0.00, 0.00, 0.03], [0.04, -0.03, 0.01], [-0.03, -0.07, 0.00], [0.13, 0.13, -0.01], [0.04, -0.02, 0.03], [-0.01, -0.03, -0.04], [-0.06, -0.06, -0.07], [-0.02, -0.01, 0.04], [0.01, 0.10, -0.22], [0.07, -0.05, 0.03], [-0.33, 0.08, -0.01], [-0.10, 0.00, -0.12], [0.01, -0.02, 0.03], [0.00, 0.00, 0.03], [0.10, -0.03, 0.17], [-0.05, 0.23, 0.05], [-0.02, -0.03, 0.17], [0.06, 0.20, -0.08], [0.01, -0.45, -0.11], [0.18, -0.14, 0.03], [0.00, 0.11, -0.03], [0.11, 0.00, -0.13], [0.02, -0.13, -0.01], [0.04, -0.09, 0.02], [-0.16, 0.16, -0.08], [-0.03, -0.09, 0.10], [-0.02, 0.01, 0.05], [-0.06, 0.01, 0.04], [-0.10, 0.11, -0.02], [0.13, -0.05, -0.14], [0.06, 0.03, 0.01], [-0.01, 0.03, 0.10], [-0.05, 0.10, 0.07], [-0.03, 0.03, -0.03], [0.02, 0.10, 0.15], [0.04, 0.07, 0.04], [-0.05, 0.01, 0.01], [-0.04, -0.06, -0.02], [0.01, -0.07, 0.00], [-0.03, -0.10, 0.01], [-0.06, -0.03, 0.01], [-0.02, 0.01, 0.07], [0.06, -0.07, 0.00], [-0.11, 0.08, 0.16], [0.01, 0.02, 0.07], [-0.02, 0.02, 0.03], [0.05, 0.02, -0.05], [0.03, 0.01, -0.05], [-0.06, -0.11, 0.04], [-0.02, 0.03, -0.02], [0.03, -0.02, 0.01], [0.00, 0.00, 0.06], [-0.03, 0.04, -0.01], [0.00, -0.04, -0.05], [0.03, 0.00, -0.03], [-0.08, -0.07, 0.02], [0.00, -0.04, 0.08], [-0.04, 0.09, 0.02], [0.05, -0.04, -0.14], [-0.03, 0.01, -0.03], [0.00, 0.08, -0.08], [-0.07, -0.07, 0.05]]
}